Molecular formula: C36H77AlNO7S3
Method: DFT, the ωB97M-V functional and the def2-TZVPD basis

E_HOMO   -4.545 eV
Charge   -1
Lowest unoccupied orbital energy   1.551 eV
Gap between HOMO and LUMO   6.10 eV

Structure (XYZ):
```
125
Properties=species:S:1:pos:R:3:forces:R:3
C -1.8452 9.7592 6.6619 0.25 0.10 -0.10
C -1.9406 8.2591 5.9784 0.71 0.06 0.45
C -1.5473 8.2853 4.3531 -0.49 0.90 1.25
C -2.9546 8.5569 3.5609 0.18 1.10 -0.90
C -3.2142 7.6219 2.2426 -1.51 -0.24 -0.06
C -2.8241 6.0399 2.4110 1.89 -0.17 -0.95
C -3.2367 5.1281 1.0706 -0.35 0.72 0.09
C -4.5818 4.2031 1.3164 0.26 -0.18 -0.49
C -4.2500 2.6759 1.8126 0.73 0.52 0.38
C -3.2794 1.8202 0.7998 -0.39 -1.29 0.04
C -4.1414 0.6764 -0.0245 -0.75 1.01 -0.15
C -4.6826 -0.5620 0.9034 0.20 0.30 0.83
C -3.6368 -1.8190 1.0601 -0.75 -0.60 -0.06
C -2.9359 -2.3038 -0.3489 1.20 -0.49 0.84
C -2.8322 -3.9640 -0.3829 -1.08 0.15 -0.84
C -1.8659 -4.5073 -1.6221 -0.15 0.65 0.52
C -0.5327 -5.2879 -1.0645 -0.65 -0.56 0.75
C -0.5137 -6.8982 -1.4548 -0.37 0.21 0.57
Al 0.6798 -7.3204 -3.0986 -0.11 -1.04 0.65
C 0.3691 -9.3430 -3.5329 0.26 -0.73 0.09
C 1.4657 -9.9436 -4.5998 -1.15 -0.84 -0.05
C 1.3265 -9.3112 -6.1126 1.08 -1.04 -0.25
C 2.6385 -9.8876 -6.9670 -0.23 1.03 1.03
O 2.2441 -11.0197 -7.8223 1.12 1.58 -1.57
C 2.6875 -7.0993 -2.7377 1.46 -0.14 -0.86
N 3.1658 -7.7854 -1.4446 1.04 2.16 -0.40
C 2.9833 -6.7226 -0.3619 -0.13 -0.33 0.75
H -2.5490 10.5489 6.1506 1.30 -1.66 0.84
H -2.1068 9.7623 7.8094 0.48 -0.21 -2.28
H -0.7434 10.1549 6.5556 -2.09 -0.74 0.19
H -3.0235 7.8291 6.1687 2.29 0.75 -0.57
H -1.1647 7.5700 6.5523 -1.67 1.36 -1.07
H -0.9511 7.3389 4.0120 -1.52 1.63 0.68
H -0.7983 9.2056 4.2249 -1.68 -1.94 0.11
H -2.8991 9.6820 3.1656 -0.26 -2.37 0.82
H -3.9019 8.5484 4.2875 2.24 -0.31 -1.50
H -4.3906 7.6529 2.0414 2.41 0.04 0.35
H -2.7343 8.1129 1.2675 -0.73 -1.30 2.20
H -3.1862 5.5377 3.4058 0.38 1.13 -1.89
H -1.6313 5.9878 2.4405 -2.60 0.07 0.11
H -3.4781 5.8929 0.2002 0.48 -1.50 1.72
H -2.3025 4.4996 0.7072 -2.09 1.17 0.94
H -5.1983 4.1592 0.3073 1.20 0.05 2.03
H -5.2466 4.7314 2.1231 1.17 -0.96 -1.52
H -3.6595 2.7784 2.8416 -1.42 -0.28 -2.07
H -5.2622 2.0948 1.9898 2.08 1.16 -0.30
H -2.7361 2.4816 -0.0190 -1.07 -1.23 1.95
H -2.4797 1.2320 1.4623 -1.62 1.51 -1.63
H -5.1047 1.2335 -0.4485 1.97 -1.13 0.75
H -3.5079 0.3621 -0.9574 -1.26 0.24 1.85
H -5.7659 -0.9377 0.5711 2.54 0.75 0.42
H -4.8405 -0.1249 1.9983 0.24 -0.85 -2.25
H -2.8349 -1.6172 1.9176 -1.63 -0.29 -2.05
H -4.2839 -2.7403 1.4449 1.34 1.92 -0.71
H -3.4585 -1.8588 -1.3098 0.91 -1.10 2.03
H -1.8081 -1.9189 -0.3506 -2.39 -0.65 -0.14
H -2.5236 -4.4029 0.6658 -0.39 1.04 -2.10
H -3.9330 -4.3736 -0.5927 2.21 0.90 0.57
H -2.5605 -5.1839 -2.3181 1.89 1.45 1.37
H -1.5044 -3.5324 -2.2009 -0.92 -2.15 0.94
H 0.4291 -4.7207 -1.4254 -1.77 -1.14 0.58
H -0.5561 -5.2198 0.1224 0.14 0.14 -2.39
H -0.1032 -7.5473 -0.5423 -1.02 1.39 -1.77
H -1.6073 -7.2797 -1.7297 2.06 0.87 0.87
H 0.3348 -6.3877 -4.3654 -0.11 0.30 -0.28
H -0.7447 -9.5244 -3.9137 2.30 0.09 0.67
H 0.5052 -9.9088 -2.4914 -0.37 0.94 -2.18
H 1.2431 -11.1105 -4.7030 0.68 2.24 -0.06
H 2.5837 -9.8746 -4.2160 -2.35 0.21 -0.71
H 0.3706 -9.7330 -6.6690 1.89 0.99 1.27
H 1.3353 -8.1387 -6.1519 -0.12 -2.26 0.34
H 3.4334 -10.2739 -6.1911 -1.49 0.72 -1.56
H 3.1148 -8.9857 -7.5510 -0.84 -1.90 0.76
H 2.5316 -10.8237 -8.7766 -0.65 -0.35 2.34
H 3.0590 -5.9882 -2.7279 -0.37 -1.68 -0.25
H 3.2775 -7.6543 -3.6086 -1.12 1.18 1.40
H 4.2094 -7.8709 -1.5912 -1.51 -0.01 0.53
H 2.6254 -7.2878 0.6189 0.76 1.48 -1.81
H 3.9901 -6.1299 -0.1459 -2.10 -1.07 -0.37
H 2.1538 -5.9674 -0.7203 1.67 -1.53 0.96
C 2.2312 1.6815 1.3828 -0.02 -0.24 -0.07
C 2.1516 2.4452 0.0618 0.33 -0.10 -0.22
C 0.8312 3.2136 0.0551 0.02 0.03 -0.72
S 0.4340 3.5393 1.7662 0.17 -0.35 0.34
O -0.7694 2.8100 2.1067 0.33 0.66 0.05
O 0.5821 4.9570 2.0286 -0.42 -0.04 -0.02
C 1.8314 2.6784 2.4603 0.38 -0.30 0.25
H 3.2330 1.2790 1.5595 -0.18 0.05 0.00
H 1.5261 0.8418 1.3675 0.11 0.09 0.04
H 2.9891 3.1504 -0.0028 -0.11 -0.09 0.02
H 2.2216 1.7730 -0.7991 -0.03 0.14 0.12
H 0.9194 4.1603 -0.4839 -0.20 -0.09 0.18
H 0.0221 2.6152 -0.3726 0.02 0.11 0.18
H 1.5481 2.2035 3.4012 -0.09 0.28 -0.07
H 2.6247 3.4119 2.6321 -0.14 -0.06 0.04
C 3.7526 -3.8159 -6.9198 0.13 -0.23 -0.08
C 2.2548 -4.1056 -6.8360 -0.14 -0.10 -0.27
C 1.8130 -3.8250 -5.4007 -0.35 -0.36 -0.11
S 2.9299 -2.5824 -4.7680 -0.29 -0.15 0.16
O 3.7110 -3.1669 -3.6982 -0.20 0.55 -0.20
O 2.2133 -1.3324 -4.6115 0.35 -0.12 0.30
C 3.9537 -2.4785 -6.2229 0.46 0.08 -0.44
H 4.1031 -3.7859 -7.9556 -0.01 0.00 0.13
H 4.3109 -4.6005 -6.3953 -0.05 0.12 -0.05
H 1.7160 -3.4428 -7.5240 0.08 -0.07 0.06
H 2.0250 -5.1358 -7.1255 -0.02 0.16 0.11
H 0.7886 -3.4461 -5.3619 0.23 -0.05 0.23
H 1.9052 -4.7150 -4.7722 -0.07 0.15 0.03
H 4.9909 -2.2943 -5.9376 -0.17 0.07 0.12
H 3.5795 -1.6541 -6.8372 0.01 -0.07 0.15
C 1.7499 7.6583 5.1380 -0.15 0.06 0.12
C 2.6308 7.6532 6.3865 0.09 0.36 0.09
C 2.8738 6.1946 6.7704 0.11 0.25 0.70
S 2.7691 5.2549 5.2547 0.06 0.02 -0.37
O 1.6180 4.3802 5.3335 0.53 -0.02 -0.02
O 4.0886 4.7703 4.9019 -0.49 -0.26 0.09
C 2.3615 6.6305 4.1977 -0.19 0.42 -0.36
H 1.7055 8.6491 4.6764 -0.04 -0.15 0.05
H 0.7284 7.3623 5.4051 0.21 0.05 -0.09
H 3.5874 8.1394 6.1599 -0.12 -0.07 0.03
H 2.1686 8.2065 7.2101 0.09 -0.09 -0.09
H 3.8617 6.0553 7.2167 -0.19 -0.19 -0.12
H 2.1019 5.8261 7.4517 0.10 -0.07 -0.19
H 1.6776 6.3075 3.4109 0.14 -0.20 0.09
H 3.2921 7.0026 3.7590 -0.06 -0.13 0.09
```
Forces are in eV/Å.

Here are the Mulliken charges for atoms 1 to 4, given in e: -0.95 -0.53 0.50 -0.68